Computed, not measured: a gas-phase ion, C5H13N2O (charge -1) at a distorted geometry, with wB97M-V/def2-TZVPD.

Summary:
E, eV: -10419.583
F_max, eV Å⁻¹: 4.08
Total charge: -1
E_LUMO, eV: 3.72
SMILES string: CN(N[O-])C(C)(C)C
Energy above the lowest of the compared OMol25 structures with the same formula, charge and spin, kJ/mol: 397.07
Gap between HOMO and LUMO, eV: 5.181

Each atom is followed by the atoms it is bonded to, with distances in Å.
Atoms and positions in Å:
1 H -2.292 -0.373 1.110  C2 1.066
2 C -1.394 0.201 1.133  H1 1.066, H3 1.088, H4 1.051, C5 1.555
3 H -0.778 -0.154 1.958  C2 1.088
4 H -1.388 1.250 1.192  C2 1.051
5 C -0.428 -0.259 0.004  C2 1.555, C9 1.575, N15 1.415, C17 1.567
6 H -1.751 -1.117 -1.451  C17 1.028
7 N 1.673 0.156 1.174  O11 1.353, N15 1.552, H18 1.122
8 H 0.286 2.298 -1.042  C10 1.088
9 C -0.111 -1.774 0.297  C5 1.575, H13 1.043, H14 1.070, H16 1.090
10 C 1.056 1.558 -0.839  H8 1.088, N15 1.442, H20 1.165, H21 1.045
11 O 2.110 1.317 1.713  N7 1.353
12 H -0.377 -0.191 -2.155  C17 1.150
13 H -1.003 -2.120 0.710  C9 1.043
14 H 0.105 -2.309 -0.605  C9 1.070
15 N 0.857 0.314 -0.137  C5 1.415, N7 1.552, C10 1.442
16 H 0.739 -1.920 0.964  C9 1.090
17 C -1.203 -0.252 -1.357  C5 1.567, H6 1.028, H12 1.150, H19 1.097
18 H 2.498 -0.520 0.826  N7 1.122
19 H -1.871 0.619 -1.365  C17 1.097
20 H 1.474 1.297 -1.895  C10 1.165
21 H 1.798 1.980 -0.236  C10 1.045